{
  "formula": "C14H17Br2Cl2GeIrNO",
  "method": "ωB97M-V with the def2-TZVPD basis set",
  "lumo_energy_ha": -0.1719,
  "orbital_gap_ev": 6.702,
  "energy_ha": -8923.0320,
  "charge": 1,
  "relative_energy_kcal_mol": 33.4,
  "fmax_ev_per_a": 2.908,
  "species": ["Ir", "Cl", "C", "Cl", "H", "H", "Br", "C", "C", "C", "Br", "C", "C", "C", "C", "N", "C", "C", "O", "H", "H", "H", "H", "C", "Ge", "C", "C", "C", "H", "H", "H", "H", "H", "H", "H", "H", "H", "H", "H"],
  "coordinates": [[1.236, 0.997, -0.444], [3.555, 2.155, -0.083], [3.051, 3.724, -0.805], [1.401, 3.613, -1.449], [3.722, 3.951, -1.623], [3.070, 4.475, -0.025], [0.533, 1.579, 4.490], [-0.699, 1.379, 3.098], [-2.087, 1.349, 3.386], [-3.015, 1.215, 2.393], [-4.843, 1.184, 2.824], [-2.595, 1.098, 1.040], [-3.424, 0.976, -0.089], [-2.877, 0.868, -1.345], [-1.489, 0.867, -1.495], [-0.685, 0.993, -0.448], [-1.211, 1.115, 0.814], [-0.258, 1.266, 1.812], [1.036, 1.271, 1.422], [-2.404, 1.433, 4.416], [-4.498, 0.973, 0.044], [-3.500, 0.780, -2.222], [-1.020, 0.766, -2.465], [2.257, -3.725, -1.121], [1.033, -2.255, -0.806], [-0.486, -2.329, -2.012], [0.514, -2.201, 1.064], [2.077, -0.614, -1.246], [1.753, -4.679, -0.954], [3.102, -3.662, -0.434], [2.629, -3.708, -2.145], [-0.909, -3.334, -2.023], [-0.173, -2.084, -3.028], [-1.274, -1.640, -1.710], [0.218, -3.201, 1.385], [-0.323, -1.526, 1.242], [1.352, -1.876, 1.682], [2.156, -0.506, -2.340], [3.076, -0.685, -0.803]]
}